C5H15NOS | ωB97M-V with the def2-TZVPD basis set

Computed properties:
Orbital gap = 9.3 eV
Net charge = 0
HOMO = -8.66 eV
ΔE to the lowest compared entry with this formula, charge and spin = 1.384 eV
Energy = -727.6349 Ha
SMILES string = CN[C@H](C)CCS.O
LUMO energy = 0.60 eV
Multiplicity = 1

Last column: Löwdin charge in e.
CARTESIAN COORDINATES (ANGSTROEM)
1 C -2.912 -0.394 1.641  -0.11
2 N -1.831 -0.120 0.669  -0.12
3 C -0.872 -1.211 0.528  -0.37
4 C 0.384 -1.119 1.589  -0.03
5 C -0.228 -1.162 -0.866  -0.26
6 C 0.228 0.242 -1.245  -0.57
7 S 1.539 0.292 -2.511  0.69
8 H -3.424 -1.356 1.441  0.09
9 H -3.639 0.396 1.572  0.07
10 H -2.422 -0.415 2.611  0.07
11 H -1.350 0.763 0.726  0.09
12 H -1.510 -2.113 0.620  0.13
13 H 1.189 -0.444 1.290  0.05
14 H 0.711 -2.115 1.831  0.06
15 H 0.210 -0.695 2.568  0.05
16 H -0.954 -1.649 -1.559  0.12
17 H 0.603 -1.870 -0.762  0.10
18 H 0.619 0.594 -0.271  0.04
19 H -0.570 0.827 -1.646  0.06
20 H 2.544 -0.353 -1.898  -0.15
21 O 1.739 2.647 1.887  -0.05
22 H 1.636 1.965 1.215  0.01
23 H 0.995 2.708 2.490  0.03

=====

C5H15NS | ωB97M-V with the def2-TZVPD basis set

Computed properties:
Orbital gap = 8.4 eV
Net charge = 0
HOMO = -7.75 eV
ΔE to the lowest compared entry with this formula, charge and spin = 0.927 eV
Energy = -652.3984 Ha
SMILES string = CC(C)N.CCS
LUMO energy = 0.70 eV
Multiplicity = 1

Last column: Löwdin charge in e.
CARTESIAN COORDINATES (ANGSTROEM)
1 C 0.347 -1.770 -0.636  -0.07
2 C 1.648 -0.952 -0.648  -0.46
3 C 1.452 0.218 -1.633  -0.06
4 N 1.949 -0.528 0.761  -0.02
5 H 0.459 -2.617 0.085  0.09
6 H -0.423 -1.083 -0.234  0.04
7 H -0.005 -2.004 -1.667  0.09
8 H 2.432 -1.564 -1.045  0.11
9 H 0.586 0.807 -1.313  0.06
10 H 1.283 -0.096 -2.674  0.09
11 H 2.307 0.841 -1.628  0.06
12 H 2.273 -1.352 1.261  0.11
13 H 2.720 0.134 0.850  0.11
14 C -2.954 1.099 1.244  -0.21
15 C -1.656 1.364 0.476  -0.66
16 S -0.307 1.124 1.644  0.61
17 H -3.135 1.882 1.939  0.04
18 H -2.732 0.216 1.902  0.06
19 H -3.848 0.951 0.593  0.08
20 H -1.584 2.350 0.152  0.02
21 H -1.557 0.715 -0.397  0.04
22 H 0.744 0.265 0.970  -0.13

=====

C5H15O3 | ωB97M-V with the def2-TZVPD basis set

Computed properties:
Orbital gap = 7.7 eV
Net charge = -1
HOMO = -4.30 eV
ΔE to the lowest compared entry with this formula, charge and spin = 0.970 eV
Energy = -425.2134 Ha
LUMO energy = 3.41 eV
Multiplicity = 1

Last column: Löwdin charge in e.
CARTESIAN COORDINATES (ANGSTROEM)
1 C 0.015 -0.236 -1.513  -0.34
2 O 0.562 -1.463 -1.238  -0.15
3 C -0.546 0.586 -0.293  -0.15
4 C 0.480 1.635 0.166  -0.42
5 C 1.108 1.291 1.522  -0.09
6 C -0.145 3.088 0.239  -0.08
7 H 0.684 0.404 -2.093  0.09
8 H -0.854 -0.346 -2.198  0.10
9 H -0.655 -0.131 0.519  0.10
10 H -1.524 0.991 -0.584  0.10
11 H 1.322 1.697 -0.567  0.12
12 H 1.644 2.123 1.929  0.05
13 H 0.349 0.847 2.158  0.07
14 H 1.896 0.536 1.362  0.09
15 H -1.083 2.970 0.753  0.06
16 H -0.228 3.719 -0.650  0.06
17 H 0.640 3.554 0.846  0.05
18 H -1.145 -4.257 0.398  0.01
19 H -0.656 -3.271 1.258  -0.03
20 O -0.887 -4.189 1.426  -0.22
21 H -0.096 -2.226 -0.922  0.01
22 H -0.075 -3.791 -1.546  -0.05
23 O -0.805 -3.531 -0.971  -0.41

=====

C5H15O5 | ωB97M-V with the def2-TZVPD basis set

Computed properties:
Orbital gap = 8.9 eV
Net charge = -1
HOMO = -5.36 eV
ΔE to the lowest compared entry with this formula, charge and spin = 0.464 eV
Energy = -575.8135 Ha
LUMO energy = 3.58 eV
Multiplicity = 1

Last column: Löwdin charge in e.
CARTESIAN COORDINATES (ANGSTROEM)
1 O 0.355 -1.012 -1.413  -0.11
2 C 0.144 -1.259 -0.165  -0.66
3 O -0.732 -2.031 0.258  -0.02
4 C 1.145 -0.620 0.804  -0.11
5 C 0.615 -0.122 2.165  -0.20
6 C -0.907 0.111 2.288  -0.26
7 C -1.386 1.240 1.371  -0.10
8 H 1.889 -1.398 0.899  0.11
9 H 1.588 0.231 0.297  0.09
10 H 0.889 -0.833 2.948  0.09
11 H 1.077 0.839 2.410  0.10
12 H -1.360 -0.820 1.946  0.08
13 H -1.181 0.337 3.318  0.09
14 H -2.455 1.229 1.280  0.06
15 H -1.045 1.057 0.359  0.05
16 H -1.022 2.211 1.711  0.07
17 H 0.598 0.696 -1.468  -0.01
18 H 0.018 1.728 -2.433  0.04
19 O 0.696 1.639 -1.758  -0.09
20 H 0.374 3.595 -0.662  -0.01
21 H 1.818 3.635 -0.520  0.02
22 O 1.062 4.234 -0.516  -0.08
23 H -1.418 -3.285 -1.543  -0.01
24 H -0.496 -2.396 -2.321  -0.01
25 O -1.014 -3.219 -2.411  -0.11

=====

C5H16Ag2FO5 | ωB97M-V with the def2-TZVPD basis set

Computed properties:
Orbital gap = 6.1 eV
Net charge = +1
HOMO = -12.24 eV
ΔE to the lowest compared entry with this formula, charge and spin = 12.213 eV
Energy = -969.3175 Ha
LUMO energy = -6.09 eV
Multiplicity = 1

Last column: Löwdin charge in e.
CARTESIAN COORDINATES (ANGSTROEM)
1 Ag 21.809 -4.372 -23.008  1.01
2 Ag 23.963 -4.360 -21.350  0.99
3 F 23.508 -3.750 -23.065  -0.36
4 C 25.994 -2.541 -23.011  -0.15
5 O 24.683 -2.121 -22.691  -0.10
6 H 26.317 -1.921 -23.848  0.09
7 H 26.788 -2.275 -22.314  0.09
8 H 26.200 -3.605 -23.125  0.09
9 H 24.045 -2.806 -22.903  -0.20
10 C 22.655 -6.599 -24.602  -0.16
11 C 23.286 -5.522 -25.394  -0.19
12 O 24.233 -4.629 -24.780  -0.12
13 O 21.775 -6.011 -23.644  -0.26
14 H 23.344 -7.173 -23.983  0.14
15 H 22.025 -7.223 -25.236  0.15
16 H 22.560 -4.865 -25.873  0.11
17 H 23.904 -6.018 -26.143  0.15
18 H 24.010 -4.168 -23.968  -0.17
19 H 21.288 -6.788 -23.359  0.12
20 C 24.245 -2.409 -25.597  -0.16
21 C 22.706 -2.480 -25.335  -0.19
22 O 22.234 -2.400 -24.021  -0.06
23 O 24.836 -1.055 -25.427  -0.07
24 H 24.471 -2.708 -26.620  0.14
25 H 24.741 -3.132 -24.949  0.05
26 H 22.366 -3.441 -25.721  0.07
27 H 22.256 -1.743 -26.001  0.14
28 H 22.809 -2.995 -23.535  -0.19
29 H 24.902 -0.971 -24.473  0.04

=====

C5H16BF4O4Rb | ωB97M-V with the def2-TZVPD basis set

Computed properties:
Orbital gap = 9.3 eV
Net charge = 0
HOMO = -10.12 eV
ΔE to the lowest compared entry with this formula, charge and spin = 1.786 eV
Energy = -949.6730 Ha
LUMO energy = -0.82 eV
Multiplicity = 1

Last column: Löwdin charge in e.
CARTESIAN COORDINATES (ANGSTROEM)
1 Rb -0.205 -0.962 -1.362  0.88
2 B -2.013 -1.348 -5.302  -1.39
3 F -2.678 -0.809 -4.238  0.11
4 F -0.836 -1.863 -4.775  0.07
5 F -2.614 -2.456 -5.901  0.10
6 F -1.757 -0.367 -6.216  0.14
7 O -2.256 2.280 -0.329  -0.05
8 H -2.397 2.683 0.527  0.03
9 H -3.081 2.412 -0.796  0.04
10 C -1.217 -4.864 1.582  -0.20
11 C -1.297 -3.730 2.630  -0.24
12 O -0.263 -2.759 2.514  -0.07
13 O -1.411 -4.343 0.234  -0.09
14 H -1.978 -5.602 1.834  0.12
15 H -0.210 -5.280 1.567  0.12
16 H -1.157 -4.212 3.597  0.12
17 H -2.273 -3.247 2.582  0.12
18 H -0.442 -2.034 3.116  0.08
19 H -1.527 -5.132 -0.300  0.08
20 C 1.876 4.409 1.280  -0.06
21 C 2.256 3.260 0.385  -0.53
22 C 3.772 3.010 0.428  -0.03
23 O 1.545 2.164 0.811  -0.05
24 H 2.209 5.381 0.917  0.09
25 H 2.268 4.290 2.290  0.09
26 H 0.797 4.465 1.425  0.07
27 H 1.899 3.459 -0.625  0.14
28 H 3.989 2.097 -0.128  0.08
29 H 4.085 2.875 1.463  0.08
30 H 4.311 3.887 0.071  0.09
31 H 0.604 2.335 0.720  0.08

=====

C5H16N2O | ωB97M-V with the def2-TZVPD basis set

Computed properties:
Orbital gap (spin up / spin down) = 7.0 / 6.0 eV
Net charge = -1
HOMO (spin up / spin down) = -3.13 / -3.13 eV
ΔE to the lowest compared entry with this formula, charge and spin = 2.245 eV
Energy = -384.7130 Ha
LUMO energy (spin up / spin down) = 3.86 / 2.82 eV
Multiplicity = 2

Last column: Löwdin spin population.
CARTESIAN COORDINATES (ANGSTROEM)
1 C 3.500 0.338 -0.564  0.02
2 C 2.472 1.469 -0.435  0.32
3 N 0.837 0.089 0.990  0.50
4 C -0.353 1.046 1.064  0.03
5 C -1.541 0.472 0.321  0.00
6 N -1.984 -0.808 0.810  0.00
7 C -3.217 -1.225 0.126  0.00
8 H 3.551 -0.278 0.334  0.00
9 H 4.508 0.676 -0.829  0.01
10 H 3.222 -0.372 -1.350  0.00
11 H 2.119 1.760 -1.422  0.01
12 H 2.859 2.348 0.074  0.02
13 H 1.635 0.819 0.381  0.05
14 H -0.013 1.987 0.630  0.01
15 H -0.644 1.202 2.105  0.01
16 H -2.384 1.187 0.327  0.00
17 H -1.283 0.526 -0.761  0.00
18 H -1.231 -1.473 0.535  0.00
19 H -3.733 -0.333 -0.240  0.00
20 H -2.979 -1.808 -0.759  0.00
21 H -3.842 -1.739 0.853  0.00
22 H 0.443 -0.707 0.479  0.01
23 H -1.131 -2.921 -1.633  0.00
24 O -0.813 -2.257 -1.035  0.00

=====

C5H16N2O | ωB97M-V with the def2-TZVPD basis set

Computed properties:
Orbital gap = 9.1 eV
Net charge = 0
HOMO = -8.23 eV
ΔE to the lowest compared entry with this formula, charge and spin = 1.491 eV
Energy = -384.8033 Ha
SMILES string = CNCCN(C)C.O
LUMO energy = 0.86 eV
Multiplicity = 1

Last column: Löwdin charge in e.
CARTESIAN COORDINATES (ANGSTROEM)
1 C 2.496 1.215 -2.245  -0.12
2 N 1.808 0.230 -1.396  -0.14
3 C 1.093 0.779 -0.279  -0.24
4 C 0.412 -0.355 0.548  -0.21
5 N -1.026 -0.409 0.514  -0.30
6 C -1.585 -0.448 -0.821  -0.10
7 C -1.740 0.469 1.423  -0.10
8 H 3.533 0.936 -2.437  0.08
9 H 1.995 1.285 -3.213  0.07
10 H 2.409 2.195 -1.809  0.06
11 H 2.460 -0.474 -1.089  0.10
12 H 1.772 1.303 0.395  0.11
13 H 0.300 1.451 -0.622  0.11
14 H 0.778 -0.309 1.582  0.11
15 H 0.823 -1.315 0.221  0.11
16 H -0.938 -0.976 -1.515  0.09
17 H -1.727 0.568 -1.219  0.08
18 H -2.586 -0.901 -0.806  0.09
19 H -2.568 -0.090 1.882  0.08
20 H -1.115 0.851 2.222  0.08
21 H -2.265 1.248 0.855  0.08
22 O -1.364 -2.775 2.784  -0.08
23 H -1.220 -1.887 3.129  0.02
24 H -1.746 -2.591 1.897  0.04

=====

C5H16N2O | ωB97M-V with the def2-TZVPD basis set

Computed properties:
Orbital gap = 7.4 eV
Net charge = 0
HOMO = -8.95 eV
ΔE to the lowest compared entry with this formula, charge and spin = 5.776 eV
Energy = -384.6458 Ha
LUMO energy = -1.56 eV
Multiplicity = 1

Last column: Löwdin charge in e.
CARTESIAN COORDINATES (ANGSTROEM)
1 C -0.934 -2.069 0.997  -0.13
2 N 0.260 -1.230 1.120  -0.08
3 C 1.106 0.833 2.040  -0.08
4 C -0.085 0.197 1.350  -0.41
5 C -0.573 1.056 0.151  -0.24
6 N -0.503 0.485 -1.184  -0.03
7 C -0.226 1.517 -2.191  -0.18
8 H -1.162 -2.579 1.928  0.07
9 H -1.792 -1.541 0.577  0.07
10 H -0.743 -2.850 0.260  0.07
11 H 0.726 -1.152 0.222  0.03
12 H 1.375 0.299 2.960  0.08
13 H 0.980 1.901 2.232  0.07
14 H 2.052 0.735 1.481  0.08
15 H -0.879 0.071 2.099  0.13
16 H 1.356 0.195 -1.071  0.29
17 H 0.064 1.944 0.188  0.10
18 H -1.606 1.388 0.329  0.13
19 H -0.962 2.335 -2.245  0.08
20 H -0.393 1.130 -3.196  0.08
21 H 0.731 2.032 -2.156  0.07
22 H 0.508 -0.804 -1.616  -0.08
23 H -0.038 -2.163 -2.315  0.03
24 O 0.736 -1.729 -1.957  -0.15

=====

C5H16N2O | ωB97M-V with the def2-TZVPD basis set

Computed properties:
Orbital gap = 3.6 eV
Net charge = 0
HOMO = -8.12 eV
ΔE to the lowest compared entry with this formula, charge and spin = 9.910 eV
Energy = -384.4939 Ha
LUMO energy = -4.56 eV
Multiplicity = 1

Last column: Löwdin charge in e.
CARTESIAN COORDINATES (ANGSTROEM)
1 C 2.516 0.043 -0.032  -0.18
2 C 2.154 -0.740 1.229  -0.17
3 N 0.839 1.538 -1.840  0.20
4 C -0.228 1.621 -0.928  -0.33
5 C -0.908 0.260 -0.957  -0.22
6 N -2.247 0.079 -0.273  -0.06
7 C -2.585 -1.352 -0.166  -0.12
8 H 2.234 -0.582 -0.937  0.08
9 H 3.561 0.392 -0.153  0.07
10 H 1.867 0.912 -0.062  0.00
11 H 1.313 -1.428 0.983  0.05
12 H 1.555 -0.043 1.924  0.07
13 H 2.908 -1.363 1.606  0.04
14 H -1.095 2.311 -1.124  0.13
15 H -0.074 1.900 0.140  0.16
16 H -1.025 0.060 -1.999  0.11
17 H -0.394 -0.466 -0.346  0.08
18 H -2.065 0.328 0.730  0.09
19 H -2.326 -1.516 0.876  0.05
20 H -3.627 -1.628 -0.267  0.06
21 H -1.968 -2.045 -0.851  0.11
22 H 0.724 2.485 -2.386  0.12
23 H -0.528 -0.190 2.850  -0.06
24 O -0.600 -0.573 1.981  -0.27

=====

Question: Which value of energy does entry 9 give?
Answer: -384.6458 Ha

=====

Question: Number 5 is which compound?
Answer: C5H16Ag2FO5

=====

Please write out number 5 again, unchanged.
C5H16Ag2FO5 | ωB97M-V with the def2-TZVPD basis set

Computed properties:
Orbital gap = 6.1 eV
Net charge = +1
HOMO = -12.24 eV
ΔE to the lowest compared entry with this formula, charge and spin = 12.213 eV
Energy = -969.3175 Ha
LUMO energy = -6.09 eV
Multiplicity = 1

Last column: Löwdin charge in e.
CARTESIAN COORDINATES (ANGSTROEM)
1 Ag 21.809 -4.372 -23.008  1.01
2 Ag 23.963 -4.360 -21.350  0.99
3 F 23.508 -3.750 -23.065  -0.36
4 C 25.994 -2.541 -23.011  -0.15
5 O 24.683 -2.121 -22.691  -0.10
6 H 26.317 -1.921 -23.848  0.09
7 H 26.788 -2.275 -22.314  0.09
8 H 26.200 -3.605 -23.125  0.09
9 H 24.045 -2.806 -22.903  -0.20
10 C 22.655 -6.599 -24.602  -0.16
11 C 23.286 -5.522 -25.394  -0.19
12 O 24.233 -4.629 -24.780  -0.12
13 O 21.775 -6.011 -23.644  -0.26
14 H 23.344 -7.173 -23.983  0.14
15 H 22.025 -7.223 -25.236  0.15
16 H 22.560 -4.865 -25.873  0.11
17 H 23.904 -6.018 -26.143  0.15
18 H 24.010 -4.168 -23.968  -0.17
19 H 21.288 -6.788 -23.359  0.12
20 C 24.245 -2.409 -25.597  -0.16
21 C 22.706 -2.480 -25.335  -0.19
22 O 22.234 -2.400 -24.021  -0.06
23 O 24.836 -1.055 -25.427  -0.07
24 H 24.471 -2.708 -26.620  0.14
25 H 24.741 -3.132 -24.949  0.05
26 H 22.366 -3.441 -25.721  0.07
27 H 22.256 -1.743 -26.001  0.14
28 H 22.809 -2.995 -23.535  -0.19
29 H 24.902 -0.971 -24.473  0.04